{"formula": "C12H16N2O", "method": "ωB97M-V/def2-TZVPD", "fmax_ha_per_bohr": 0.0447, "total_charge": 0, "e_above_lowest_kj_mol": 136.8, "molar_mass_da": 204.27, "homo_lumo_gap_ev": 9.047, "smiles": "CCc1c[nH]cn1.Cc1ccc(O)cc1", "elements": ["O", "N", "N", "C", "C", "C", "C", "C", "C", "C", "C", "C", "C", "C", "C", "H", "H", "H", "H", "H", "H", "H", "H", "H", "H", "H", "H", "H", "H", "H", "H"], "positions_angstrom": [[-2.52268, 0.87800, -2.28566], [1.52524, -0.03873, -0.36781], [0.84340, 1.07147, -2.12901], [1.81830, 1.30595, -0.20230], [0.94270, -0.12494, -1.52329], [-1.41595, -0.48782, 0.89339], [1.33609, 2.01693, -1.25285], [-1.64146, 0.45359, -0.09983], [-1.96373, -1.34172, -1.70731], [2.55557, 1.70082, 1.03832], [-0.69718, -2.79981, 1.50979], [-1.25691, -1.82270, 0.53628], [1.89270, 1.48034, 2.37509], [-1.47349, -2.25012, -0.77086], [-2.16122, -0.03128, -1.30740], [0.66448, -1.03270, -2.02758], [-1.11756, -3.80761, 1.51980], [3.51949, 1.19047, 1.01433], [1.09817, 3.05504, -1.41116], [2.47475, 1.88943, 3.20218], [-1.36647, -3.30946, -0.96748], [-3.28729, 1.42042, -2.08052], [0.43932, 1.24903, -3.03017], [-1.70299, 1.53119, 0.00116], [-2.33536, -1.55605, -2.70074], [-0.67017, -2.51014, 2.56320], [1.85415, 0.41641, 2.62287], [-1.27927, -0.18134, 1.90997], [0.85331, 1.79597, 2.46955], [2.69706, 2.76081, 0.88444], [0.37698, -2.92144, 1.32362]], "forces_ev_per_a": [[0.0, 0.0, -0.7], [0.6, 0.1, 0.0], [-0.4, 0.4, 0.0], [-0.5, -1.2, 1.2], [0.6, -0.5, -0.7], [0.5, 0.3, -0.7], [-0.3, 0.1, -0.4], [-2.2, -0.5, -0.3], [-0.9, 0.0, 0.4], [-0.3, 0.8, -0.8], [1.0, -0.7, 1.0], [0.0, -0.3, 0.2], [-0.3, -1.2, 0.8], [-0.6, 0.4, 0.1], [1.6, 0.8, -0.2], [-0.1, -0.1, 0.1], [-0.2, 0.1, -0.4], [0.1, 0.2, 0.1], [0.6, 0.1, 0.0], [0.0, 0.4, -0.2], [0.1, 0.1, -0.3], [0.0, -0.1, 0.5], [-0.2, 0.0, 0.0], [0.2, -0.1, 0.6], [0.3, -0.5, -0.1], [-0.5, 0.5, -0.1], [0.0, -0.2, -0.3], [0.4, 0.1, 0.4], [0.1, 0.4, -0.3], [0.6, 0.5, 0.3], [-0.1, -0.1, -0.3]]}

***

{"formula": "C14H45Li2N10O18", "method": "ωB97M-V/def2-TZVPD", "fmax_ha_per_bohr": 0.1586, "total_charge": -1, "molar_mass_da": 655.45, "homo_lumo_gap_ev": 2.042, "elements": ["O", "O", "O", "O", "O", "O", "O", "O", "O", "O", "O", "O", "O", "O", "O", "O", "O", "O", "N", "N", "N", "N", "N", "N", "N", "N", "N", "N", "C", "C", "C", "C", "C", "C", "C", "C", "C", "C", "C", "C", "C", "C", "Li", "Li", "H", "H", "H", "H", "H", "H", "H", "H", "H", "H", "H", "H", "H", "H", "H", "H", "H", "H", "H", "H", "H", "H", "H", "H", "H", "H", "H", "H", "H", "H", "H", "H", "H", "H", "H", "H", "H", "H", "H", "H", "H", "H", "H", "H", "H"], "positions_angstrom": [[-1.88059, 1.17081, 3.60337], [-2.78062, 1.47726, 0.83136], [-2.65722, 5.09703, 8.01413], [2.40598, 0.61221, 2.23168], [5.38189, -5.26345, 0.97448], [-8.09327, 2.91353, 4.60500], [1.50157, 0.41547, -0.59416], [4.13251, -5.08975, -7.74306], [-1.16265, 1.37078, -7.77867], [-2.31436, -4.99965, 3.59561], [-2.21278, 5.75660, -3.26707], [-0.96153, -5.02675, -1.68450], [-5.79445, -1.24644, -3.23299], [-0.07620, -1.53638, 9.78037], [9.24908, 4.38729, -3.10095], [-9.89652, 3.46706, -2.08238], [10.75124, 0.94248, 5.09048], [2.72363, 3.94854, -5.74837], [8.20711, 2.67641, -2.26470], [8.92825, 1.66515, 4.17028], [8.78558, 0.36785, 5.83489], [3.63415, -3.50286, -6.39704], [-9.93959, 4.58303, -4.08444], [-3.24697, 1.44349, -6.94752], [-11.50281, 3.36640, -3.54542], [4.35007, -5.41212, -5.56946], [-2.22071, -0.36495, -7.12487], [7.91521, 4.58252, -1.33230], [3.99703, -4.70577, -6.65512], [-0.32395, -5.26196, 4.82589], [-1.15613, 1.09494, 2.59348], [0.22459, 0.91317, 2.91030], [8.45796, 3.93612, -2.31790], [-2.62165, -5.97980, 5.78769], [-1.64834, 1.19087, 1.05130], [0.72137, 0.76123, 0.43191], [1.16248, 0.68340, 1.90886], [-10.37247, 3.77434, -3.17177], [-2.11498, 0.90321, -7.33512], [-1.83069, -5.01061, 4.91953], [-0.61662, 0.94696, 0.06973], [9.58084, 0.99880, 5.00697], [-6.10057, 0.09491, 5.13033], [-7.10121, 4.07028, 1.45398], [5.06282, -4.38063, 1.16174], [-3.15484, -4.54632, 3.49718], [-7.54265, 3.26075, 5.33355], [-0.08061, -1.24841, 8.86753], [-0.88153, 1.07064, -0.96995], [-1.22849, -5.18623, -0.77922], [0.21175, -5.37377, 5.76855], [6.05903, -5.41860, 1.63299], [0.50275, 0.77404, 3.94455], [9.29393, 2.28675, 3.46318], [-2.77093, -5.56352, 6.78395], [2.33232, 3.53967, -6.52033], [-2.69959, 4.37007, 7.39288], [7.38683, 2.46148, -1.71602], [-0.77003, -4.08945, -1.71665], [-2.19133, 4.90665, -2.82736], [-11.99570, 3.83434, -4.29253], [-0.40807, -0.78436, 10.27085], [3.44481, -2.79736, -7.09456], [7.19390, 4.14835, -0.77435], [2.87773, 3.22225, -5.14423], [-3.63295, -5.89948, 5.38904], [8.08574, 5.57721, -1.37220], [-1.32018, -0.80102, -7.26267], [-9.16897, 5.23384, -4.03267], [-3.34378, 4.90674, 8.65340], [-3.90524, 0.89947, -6.40823], [-10.44283, 4.50113, -4.95631], [-2.03702, -4.00883, 5.29631], [-0.11759, -6.14846, 4.22619], [7.97181, 0.11143, 5.29440], [8.79330, 2.01007, -2.74686], [7.92271, 1.58955, 4.22745], [4.02077, -5.06916, -4.67837], [-6.54467, -1.70076, -2.84959], [-3.35951, 2.39141, -7.27748], [4.64196, -6.35838, -5.76815], [-11.89497, 2.70596, -2.88956], [-5.49000, -0.65948, -2.54088], [0.16945, -4.44209, 4.30392], [-2.04465, 5.55491, -4.18755], [-2.74382, -0.74686, -6.34989], [3.39568, -3.18821, -5.46740], [9.17769, -0.15671, 6.60378], [-2.25852, -7.00056, 5.66817]], "forces_ev_per_a": [[-2.4, 0.3, -0.3], [-4.3, 0.9, -0.7], [0.1, 0.2, 0.1], [-1.9, -0.5, -1.3], [0.0, -0.2, -0.2], [1.1, -0.4, -0.1], [-1.1, 1.4, 3.7], [0.7, -2.6, -5.8], [5.2, 4.0, -3.2], [0.2, -0.6, -1.2], [-0.2, 0.3, 0.0], [-0.1, -0.3, -0.2], [0.0, 0.0, -0.3], [0.0, -0.2, 0.1], [1.5, 1.7, -1.6], [1.0, 0.2, 0.2], [5.3, 0.2, 0.2], [0.1, 0.3, -0.1], [-1.7, -4.7, 0.2], [-4.4, 4.1, -5.5], [-2.8, -1.8, 2.1], [-2.2, 5.8, 1.8], [2.9, 3.3, -3.3], [-2.3, 3.6, 0.2], [-6.3, -3.6, -0.8], [0.2, -0.9, 1.3], [1.4, -6.6, 0.7], [-1.6, 3.1, 2.4], [1.0, -0.8, 2.4], [0.1, 0.2, -0.3], [1.9, -0.5, 0.9], [-1.4, -0.5, -1.8], [2.3, 0.3, -1.2], [-0.6, 0.7, -0.7], [4.8, -0.7, 1.1], [1.7, -2.7, -4.3], [3.4, 1.3, 0.8], [3.0, 0.6, 3.8], [-3.4, -1.2, 2.1], [0.2, 0.6, 0.4], [-1.4, 1.0, 2.2], [2.1, -1.4, 2.4], [-0.1, 0.8, -0.4], [-0.1, -0.4, 0.7], [-0.2, 0.3, 0.0], [0.1, 0.1, 0.4], [-0.4, 0.0, -0.5], [0.1, 0.1, -0.3], [0.1, -0.2, -0.1], [0.0, 0.0, 0.3], [-0.4, 0.0, 0.2], [0.2, 0.0, 0.1], [0.0, 0.2, 0.0], [0.3, -0.5, 0.3], [0.7, -0.6, 0.4], [-0.1, -0.1, -0.2], [0.1, -0.2, -0.3], [0.5, -1.2, -0.3], [0.1, 0.3, 0.0], [0.1, -0.3, 0.2], [-0.4, -0.7, 0.6], [0.0, 0.2, 0.1], [0.1, -0.7, -0.2], [0.2, 0.7, 0.1], [0.0, -0.2, 0.3], [-0.2, -0.5, -0.2], [-0.6, -0.1, 0.4], [-0.2, -0.5, 0.2], [-0.1, -0.5, 0.2], [-0.2, 0.0, 0.2], [-0.1, 0.7, -0.5], [0.8, 0.6, 0.0], [0.4, 0.2, 0.4], [-0.2, -0.2, 0.0], [-0.4, -0.9, 1.4], [-0.6, 0.2, 0.0], [0.2, 0.6, -0.4], [0.4, -0.8, 0.1], [-0.2, -0.1, 0.1], [-0.7, -0.1, 0.7], [-0.3, 0.2, 0.6], [-0.7, 0.1, -0.6], [0.2, 0.2, 0.2], [-0.2, 0.1, 0.0], [0.1, 0.0, -0.2], [0.0, 0.1, -0.2], [0.2, -0.2, -0.1], [-0.3, -0.2, -0.6], [-0.1, 0.0, 0.5]]}

***

{"formula": "BrCdIN2O6", "method": "ωB97M-V/def2-TZVPD", "fmax_ha_per_bohr": 0.0151, "total_charge": -2, "e_above_lowest_kj_mol": 0.0, "molar_mass_da": 443.23, "homo_lumo_gap_ev": 7.712, "elements": ["I", "Cd", "Br", "O", "O", "O", "O", "O", "O", "N", "N"], "positions_angstrom": [[0.44268, -1.77975, 2.16292], [0.30067, 0.07117, 0.21357], [2.34954, 1.15576, -0.58105], [-0.88553, 2.52993, 3.85089], [0.19241, -1.72391, -2.03335], [0.22065, -1.29761, -4.15568], [1.21533, -3.05076, -3.39380], [-2.52244, 2.26790, 2.46847], [-0.52774, 1.68273, 1.90471], [0.53895, -2.02695, -3.19519], [-1.32453, 2.17149, 2.75851]], "forces_ev_per_a": [[-0.2, -0.2, 0.0], [-0.1, -0.4, 0.5], [0.4, 0.5, -0.4], [0.1, 0.2, 0.2], [-0.3, 0.2, 0.7], [-0.2, 0.0, 0.1], [-0.1, -0.1, 0.1], [-0.3, 0.1, 0.1], [0.4, 0.0, -0.4], [0.3, 0.2, -0.6], [-0.1, -0.4, -0.4]]}

***

{"formula": "C3H3FeO3", "method": "ωB97M-V/def2-TZVPD", "fmax_ha_per_bohr": 0.0357, "total_charge": 0, "e_above_lowest_kj_mol": 0.0, "molar_mass_da": 142.90, "multiplicity": 6, "homo_lumo_gap_ev": [7.691, 7.908], "elements": ["Fe", "O", "O", "O", "C", "C", "C", "H", "H", "H"], "positions_angstrom": [[-0.09803, -0.54996, 2.49161], [-1.60840, -1.79214, -0.95740], [-1.40247, -2.02909, 1.33829], [0.12507, -0.03868, 0.74390], [0.84972, 0.85730, 0.09777], [0.65450, 1.26795, -1.16902], [-1.37690, -1.88477, 0.17144], [1.66933, 1.31552, 0.67678], [-0.13479, 0.84092, -1.79157], [1.32197, 2.01296, -1.60180]], "forces_ev_per_a": [[0.1, 0.0, 0.7], [0.8, -0.1, 0.5], [0.4, -0.4, -0.3], [-0.3, -0.3, -0.2], [0.7, 1.3, -1.0], [0.1, -0.4, 0.5], [-1.6, 0.2, -0.3], [-0.3, -0.2, -0.2], [0.2, 0.2, 0.2], [-0.2, -0.2, 0.2]]}

***

{"formula": "C41H39F6N2OSi", "method": "ωB97M-V/def2-TZVPD", "fmax_ha_per_bohr": 0.0428, "total_charge": 1, "e_above_lowest_kj_mol": 0.0, "molar_mass_da": 717.85, "homo_lumo_gap_ev": 4.738, "elements": ["Si", "F", "F", "F", "F", "F", "F", "O", "N", "N", "C", "C", "C", "C", "C", "C", "C", "C", "C", "C", "C", "C", "C", "C", "C", "C", "C", "C", "C", "C", "C", "C", "C", "C", "C", "C", "C", "C", "C", "C", "C", "C", "C", "C", "C", "C", "C", "C", "C", "C", "C", "H", "H", "H", "H", "H", "H", "H", "H", "H", "H", "H", "H", "H", "H", "H", "H", "H", "H", "H", "H", "H", "H", "H", "H", "H", "H", "H", "H", "H", "H", "H", "H", "H", "H", "H", "H", "H", "H", "H"], "positions_angstrom": [[-0.24523, 2.10694, 4.00282], [5.68780, 0.89439, -1.92265], [7.88823, 1.09661, -1.77665], [-5.08978, 1.08974, -4.33803], [-6.03585, 0.17250, -2.55297], [-4.00042, 0.99282, -2.41466], [6.97785, -0.18425, -3.34152], [-1.71342, 2.62291, 3.29426], [-4.01985, -1.73519, -2.33586], [5.73126, -1.82711, -1.40728], [-2.81028, 4.80602, 3.09730], [5.90434, -3.08710, -3.50724], [0.10299, 3.27535, 5.40881], [-3.81683, 7.26537, 3.89790], [-5.63308, -5.06382, -2.51388], [3.34097, -2.17764, -1.36822], [-1.62354, 5.59725, 1.17510], [-6.74130, -4.86657, -1.68047], [6.79588, -4.01953, -1.44454], [-2.56833, 5.93933, 2.32016], [-4.30395, -1.03797, -3.59197], [-1.94072, 3.73761, 2.58406], [0.62729, -0.33624, 0.48924], [6.87811, 0.21900, -2.02679], [1.12290, 2.30944, 2.74583], [-2.85097, -1.47920, -1.66529], [6.05319, -3.02550, -2.11081], [3.10042, -0.25139, 0.65307], [-4.71584, -4.03587, -2.69855], [-4.88539, -2.81443, -2.02380], [-4.08118, 6.11288, 4.65974], [-6.94276, -3.63266, -1.05135], [-6.02134, -2.60314, -1.22660], [7.35837, -5.07452, -2.15593], [-2.75613, -1.74572, -0.27766], [-0.55458, -0.68621, -0.22391], [7.20771, -5.12939, -3.54727], [4.35111, -0.66211, 0.24374], [-0.61464, -0.53994, -1.63925], [6.89189, -0.97592, -1.12083], [6.50794, -4.12159, -4.22244], [4.50629, -1.56648, -0.84084], [2.08845, -1.78710, -0.93855], [-4.85395, 0.31224, -3.25059], [-3.56142, 4.87443, 4.27871], [-0.75195, 0.39037, 4.48414], [-3.02332, 7.18108, 2.74044], [1.91165, -0.75199, 0.04352], [-1.74131, -0.91457, -2.33744], [-1.66850, -1.28052, 0.43708], [-1.30370, 4.15680, 1.42908], [6.92274, -3.93011, -0.36394], [7.64740, -5.95920, -4.10677], [6.43449, -4.13462, -5.31161], [-7.81408, -3.46458, -0.41690], [-5.48048, -6.01672, -3.02327], [-3.40996, -0.90443, -4.20819], [7.92406, -5.84452, -1.62607], [0.02936, -0.14912, 5.03109], [-6.15009, -1.62226, -0.76927], [-4.68094, 6.19527, 5.56650], [5.23132, -0.30635, 0.77824], [-3.72452, 3.96584, 4.85958], [0.23923, -0.14066, -2.18821], [-0.73554, 6.24245, 1.23462], [2.08637, 2.00023, 3.17175], [0.18091, 4.30019, 5.02297], [-2.74257, 8.07178, 2.17991], [0.53159, -0.01651, 1.52320], [-2.08119, 5.78228, 0.19372], [-1.02138, -0.19127, 3.59401], [3.44269, -2.95877, -2.12636], [0.96115, 1.74858, 1.82178], [1.20645, 3.36638, 2.45991], [-0.70236, 3.24726, 6.15146], [-1.75639, -0.81554, -3.42184], [3.00996, 0.45497, 1.47831], [-1.64370, 0.44700, 5.12400], [-3.56518, -2.28764, 0.21621], [-3.84703, -4.14621, -3.35008], [-0.61708, 3.56233, 0.84572], [-7.45251, -5.67864, -1.52085], [5.34277, -2.29088, -3.99884], [1.21440, -2.31561, -1.31842], [-5.08248, -1.59847, -4.11397], [-4.20282, 8.23394, 4.21945], [7.79299, -1.54404, -1.36990], [-1.60549, -1.44153, 1.51546], [6.90410, -0.61973, -0.08700], [1.04870, 3.01952, 5.90247]], "forces_ev_per_a": [[-1.2, 1.1, -0.4], [1.1, -0.4, -0.1], [-1.0, -1.0, -0.2], [0.2, -0.8, 0.9], [1.1, 0.3, -0.9], [-0.8, -0.4, -0.9], [0.0, 0.6, 1.3], [0.2, -0.9, 0.1], [0.8, 0.4, -0.7], [-0.4, 0.5, 1.2], [0.2, 0.2, 0.6], [0.0, 0.1, 0.6], [0.1, -0.2, 0.1], [0.3, -0.3, -0.2], [-0.1, 0.0, 0.2], [-0.6, -0.1, 0.1], [-0.5, 0.3, 0.1], [0.1, 0.1, 0.0], [-0.5, 0.4, -0.1], [0.2, 0.2, 0.0], [0.2, -0.4, 0.2], [1.2, 1.0, -1.5], [0.3, -2.0, -0.3], [-0.3, 1.1, -1.5], [0.3, -0.1, -0.1], [0.0, 0.0, 0.1], [0.8, -0.9, -1.1], [0.4, -0.4, 0.1], [0.2, 0.5, 0.4], [-1.4, -0.8, 0.1], [0.0, 0.1, -0.2], [0.2, -0.2, 0.0], [0.6, -0.1, -0.2], [-0.2, 0.0, -0.2], [0.3, 0.0, 0.3], [-0.2, 0.3, -0.3], [0.0, 0.2, 0.1], [-0.3, 0.3, 0.3], [-0.1, -0.5, 0.0], [-0.1, -0.3, 0.2], [-0.2, -0.2, 0.2], [0.2, 0.1, -0.5], [0.3, 0.1, -0.1], [-0.9, 1.4, 0.9], [0.1, 0.0, -0.4], [0.2, -0.3, 0.1], [-0.4, 0.0, 0.1], [0.0, 0.4, -0.1], [0.3, 0.1, 0.1], [-0.1, 0.0, -0.2], [-0.8, -0.6, 1.7], [0.0, -0.1, -0.3], [-0.1, 0.4, 0.2], [0.0, -0.1, 0.4], [0.2, -0.1, -0.2], [-0.1, 0.3, 0.2], [-0.4, -0.1, -0.1], [-0.2, 0.3, -0.2], [-0.1, 0.0, -0.1], [-0.1, -0.3, -0.1], [0.1, 0.0, -0.2], [-0.4, 0.1, -0.2], [0.0, 0.3, 0.0], [-0.2, 0.0, 0.3], [-0.1, -0.2, 0.0], [-0.1, 0.0, 0.0], [0.0, -0.2, 0.1], [-0.2, -0.1, 0.1], [0.0, 0.1, -0.2], [0.0, 0.0, 0.1], [0.0, 0.1, 0.1], [-0.1, 0.3, 0.3], [0.0, 0.3, 0.2], [0.0, -0.2, 0.2], [0.2, 0.0, -0.1], [0.1, 0.2, 0.4], [0.1, -0.1, -0.2], [0.2, 0.0, -0.2], [0.2, 0.3, -0.1], [-0.2, -0.1, 0.1], [0.0, 0.0, 0.0], [0.2, 0.3, -0.1], [0.3, -0.2, 0.0], [0.2, 0.2, 0.0], [0.3, 0.1, -0.2], [0.1, -0.3, -0.1], [-0.1, 0.2, 0.4], [-0.1, 0.1, -0.3], [0.3, -0.2, -0.2], [-0.1, 0.1, 0.0]]}